A cluster of 2 separate species, C6H10O in total, computed with ωB97M-V/def2-TZVPD.

Bonds (Å) are listed after each position.
Cartesian coordinates (Å):
1 O 2.297 -0.953 0.755  C2 1.358, H8 0.962
2 C 1.755 -0.287 -0.297  O1 1.358, C7 1.322, H9 1.085
3 C -0.575 -1.474 -0.563  C4 1.331, H10 1.085, H11 1.083
4 C -1.331 -0.556 0.034  C3 1.331, C5 1.504, H13 1.087
5 C -1.352 0.876 -0.424  C4 1.504, C6 1.547, H14 1.096, H15 1.098
6 C 0.033 1.563 -0.464  C5 1.547, C7 1.312, H16 1.090
7 C 1.150 0.888 -0.326  C2 1.322, C6 1.312
8 H 2.356 -0.350 1.503  O1 0.962
9 H 1.960 -0.810 -1.225  C2 1.085
10 H -0.362 -2.445 -0.126  C3 1.085
11 H -0.138 -1.273 -1.534  C3 1.083
12 H -0.310 0.032 1.909  H17 0.741
13 H -1.884 -0.824 0.931  C4 1.087
14 H -1.718 0.913 -1.457  C5 1.096
15 H -2.046 1.479 0.176  C5 1.098
16 H 0.006 2.636 -0.659  C6 1.090
17 H 0.159 0.588 1.766  H12 0.741

Calculated values
Relative energy (zero: lowest compared OMol25 entry of this formula, charge and spin), eV: 3.979
Charge: 0
E, eV: -8427.261
Highest occupied orbital energy, eV: -8.6159
Frontier orbital gap, Ha: 0.35081

Löwdin atomic charge list, values in e, 4 entries: 0.01, -0.26, -0.02, -0.25